Below is the molecule C10H14ClN in a non-equilibrium geometry, with properties calculated with ωB97M-V/def2-TZVPD.

Summary:
Highest occupied orbital energy, eV: -8.42
SMILES string: CN(C)CCc1cccc(Cl)c1
Orbital gap, eV: 9.226
2S+1: 1

```
26
Properties=species:S:1:pos:R:3:nbo_charge:R:1
C 2.758 1.051 0.277 -0.429
N 2.007 -0.260 0.113 -0.485
C 1.230 -0.821 1.282 -0.430
C 1.418 -0.524 -1.194 -0.217
C 0.361 0.441 -1.900 -0.461
C -0.814 0.253 -0.813 0.055
C -1.467 -1.007 -0.654 -0.292
C -2.399 -1.219 0.195 -0.169
C -2.998 -0.151 1.000 -0.257
C -2.368 1.036 0.974 -0.018
Cl -3.140 2.343 1.896 -0.027
C -1.201 1.292 0.145 -0.263
H 2.300 2.070 0.371 0.183
H 3.609 1.090 -0.604 0.204
H 3.112 0.956 1.377 0.211
H 1.757 -1.425 2.235 0.202
H 0.700 -1.649 0.789 0.203
H 0.350 -0.288 1.729 0.194
H 0.774 -1.548 -1.121 0.207
H 2.246 -0.843 -1.904 0.199
H -0.177 -0.261 -2.807 0.227
H 0.563 1.619 -2.294 0.251
H -1.290 -1.824 -1.256 0.217
H -2.788 -2.264 0.530 0.220
H -4.001 -0.211 1.517 0.241
H -0.542 2.144 0.116 0.233
```